# 1
Density functional theory data (ωB97M-V with the def2-TZVPD basis set) for a structure of composition C25H32BiN3O5SSi2 at a distorted geometry.

XYZ file:
```
69
Properties=species:S:1:pos:R:3:forces:R:3
Bi -0.646 0.470 -0.262 0.25 -0.36 0.37
C 2.404 -2.781 -3.402 0.18 0.08 0.00
Si 0.957 -1.941 -2.502 0.02 -0.14 -0.04
C 0.314 -3.380 -1.468 -0.10 0.07 0.17
C -0.315 -1.662 -3.868 -0.15 0.09 -0.02
N 1.206 -0.515 -1.615 0.21 0.22 -0.11
C 2.344 0.261 -1.481 -0.10 -0.10 -0.06
C 3.587 -0.036 -2.066 -0.07 0.10 0.11
C 4.725 0.742 -1.868 -0.04 -0.03 0.00
C 4.658 1.853 -1.050 0.02 0.02 0.00
C 3.438 2.186 -0.465 -0.04 -0.11 0.06
C 2.268 1.453 -0.683 -0.04 0.09 0.02
N 1.051 1.819 -0.118 -0.43 -0.14 0.02
Si 0.598 3.429 0.436 0.75 0.65 -0.41
C 1.482 3.859 2.039 0.00 -0.04 0.16
C -1.037 4.451 0.471 -0.40 -0.46 0.18
C 1.379 4.531 -0.951 0.27 -0.11 0.03
H 2.040 -3.717 -3.839 -0.04 0.03 0.00
H 3.210 -3.029 -2.706 -0.02 -0.03 -0.03
H 2.831 -2.177 -4.206 -0.03 -0.01 0.00
H 0.236 -4.270 -2.101 0.01 0.01 -0.01
H -0.669 -3.215 -1.026 0.09 -0.10 -0.03
H 0.995 -3.598 -0.641 0.00 0.00 -0.02
H -0.684 -2.604 -4.287 0.04 0.00 0.00
H 0.123 -1.071 -4.678 -0.01 0.01 0.02
H -1.176 -1.105 -3.488 0.00 -0.05 -0.02
H 3.659 -0.902 -2.701 0.04 -0.05 -0.01
H 5.657 0.462 -2.348 0.00 0.00 -0.01
H 5.535 2.461 -0.861 -0.01 0.01 0.01
H 3.383 3.049 0.184 0.03 0.00 -0.02
H 1.327 3.074 2.782 -0.02 0.02 -0.01
H 1.101 4.801 2.440 -0.02 -0.02 0.00
H 2.557 3.969 1.877 -0.02 -0.04 0.01
H -1.431 4.107 2.342 -0.18 -0.04 -0.05
H -1.883 3.910 0.025 0.04 0.05 -0.13
H -0.888 5.365 -0.106 0.09 0.01 -0.01
H 2.200 4.052 -1.484 -0.01 0.06 -0.02
H 1.759 5.471 -0.528 -0.09 0.01 -0.02
H 0.615 4.788 -1.692 -0.03 0.00 0.04
N -2.941 -2.055 -0.461 -0.10 0.17 -0.05
C -3.387 -1.892 0.862 -0.06 -0.22 -0.06
C -4.761 -1.756 1.074 0.01 0.03 -0.05
C -5.288 -1.703 2.347 0.07 0.01 0.09
C -4.441 -1.788 3.447 -0.04 -0.04 -0.08
C -3.082 -1.919 3.234 -0.01 0.03 0.00
C -2.526 -1.976 1.955 0.10 0.06 0.06
C -1.039 -2.133 1.862 0.09 0.05 0.11
C -0.505 -3.200 2.599 0.01 -0.08 -0.08
C 0.859 -3.405 2.715 -0.01 0.02 0.01
C 1.732 -2.514 2.107 -0.01 -0.01 -0.02
C 1.218 -1.463 1.364 -0.11 0.08 -0.02
C -0.157 -1.255 1.205 0.05 0.01 0.03
H -3.386 -1.396 -1.087 0.04 0.03 0.01
H -1.940 -1.984 -0.556 0.01 -0.02 0.06
H -5.407 -1.680 0.206 -0.01 -0.03 0.01
H -6.357 -1.586 2.485 0.00 0.03 -0.01
H -4.831 -1.711 4.454 0.00 0.01 0.00
H -2.409 -1.927 4.082 0.01 0.01 -0.01
H -1.189 -3.892 3.080 -0.02 0.03 0.00
H 1.232 -4.249 3.284 0.01 -0.01 -0.01
H 2.805 -2.650 2.187 0.00 0.03 0.04
H 1.908 -0.775 0.887 0.03 -0.05 -0.02
O -1.413 4.896 1.786 0.23 0.04 0.00
S -2.598 1.912 1.754 0.23 0.02 0.03
O -2.809 1.117 2.977 -0.05 -0.05 0.11
O -3.069 1.149 0.527 -0.04 0.00 0.01
O -0.971 1.842 1.498 -0.38 0.03 -0.09
O -1.894 2.218 -3.170 -0.03 -0.08 0.08
C -2.261 1.213 -2.807 -0.23 0.20 -0.34
```
Forces are in eV/Å.

Properties
* energy relative to the best compared isomer or geometry (same formula, charge and spin): 217.8 kJ/mol
* charge: -2

=====

# 2
Density functional theory data (ωB97M-V with the def2-TZVPD basis set) for a cluster of 4 separate species, C25H32ClINO6PS in total at a distorted geometry.

XYZ file:
```
68
Properties=species:S:1:pos:R:3:forces:R:3
C 2.357 -2.088 3.348 -0.34 0.41 -0.50
C 1.806 -1.566 2.384 -0.14 1.24 -0.21
C 1.098 -0.691 1.318 -1.05 0.22 -0.40
C -0.418 -0.688 1.400 1.15 1.26 -2.15
C -1.226 0.102 0.426 3.55 -0.45 0.09
C -0.465 0.918 -0.607 0.49 -1.62 1.46
C 1.046 0.925 -0.703 -0.96 -1.16 1.36
C 1.750 1.789 -1.838 -1.11 0.31 -0.63
C 2.362 0.873 -2.995 1.42 -0.22 1.09
O 3.355 0.209 -2.899 -1.84 1.04 -0.22
Cl 1.484 0.890 -4.622 0.17 0.19 1.05
C 1.865 0.104 0.271 -2.73 -0.46 1.02
C 3.430 -0.018 0.259 -0.05 0.49 -0.20
C 4.209 1.350 0.158 1.97 -0.13 -2.06
C 5.340 1.358 -0.650 -1.36 -0.42 1.10
S -1.540 1.874 -1.770 -0.06 -1.47 0.34
C -2.896 0.649 -2.058 -1.11 -1.67 0.86
C -3.488 0.448 -3.411 -0.57 -1.27 1.98
C -4.566 -0.577 -3.635 1.80 0.90 3.35
C -4.998 -1.378 -2.443 1.67 1.84 -0.40
C -4.393 -1.173 -1.060 1.59 0.45 -2.36
P -5.061 -2.329 0.278 -0.64 -0.40 1.04
O -3.807 -2.551 1.396 -0.30 0.01 -2.58
O -5.265 -3.819 -0.555 0.62 1.21 0.56
C -3.309 -0.130 -0.811 -2.07 -1.17 -3.94
N -2.702 0.055 0.499 1.07 1.15 -1.48
C -3.205 1.223 1.265 0.13 1.32 -0.70
I -3.898 0.558 3.255 0.42 0.26 -0.39
C -4.352 2.082 0.596 -1.21 0.40 0.86
C -5.826 1.424 0.700 0.17 0.97 0.50
H 2.856 -2.532 4.259 -0.84 0.52 -1.64
H -0.944 -1.314 2.183 0.77 0.90 -1.05
H 2.523 2.510 -1.411 -0.61 -1.45 -0.63
H 0.997 2.462 -2.370 0.78 -1.06 0.90
H 3.850 -0.568 1.163 -1.10 0.69 -0.92
H 3.701 -0.671 -0.636 -0.21 1.00 1.05
H 3.914 2.333 0.646 0.10 -1.68 -0.22
H 5.620 0.403 -1.199 -0.29 1.42 0.73
H 6.026 2.241 -0.760 -0.93 -0.96 0.17
H -3.075 1.084 -4.250 -0.61 -0.95 1.07
H -4.955 -0.708 -4.680 0.28 -0.03 1.43
H -5.789 -2.169 -2.631 1.19 1.05 0.62
H -2.972 -2.572 0.879 -0.26 -0.03 0.69
H -5.894 -4.382 -0.057 0.47 0.69 -0.27
H -2.321 1.915 1.445 -1.19 -0.96 0.11
H -4.434 3.036 1.222 0.41 -1.25 -0.79
H -4.124 2.446 -0.454 0.03 -0.87 1.24
H -6.323 1.865 1.630 0.64 -0.71 -1.19
H -5.802 0.309 0.857 -0.14 1.20 -0.52
H -6.470 1.759 -0.170 0.84 -0.74 0.84
C 2.638 -4.374 6.714 0.21 0.00 0.10
O 3.523 -4.001 5.664 0.14 0.08 -0.05
H 1.617 -4.360 6.333 0.12 0.03 -0.06
H 2.880 -5.381 7.061 -0.16 0.01 0.10
H 2.724 -3.664 7.540 -0.16 -0.09 0.09
H 4.418 -4.021 6.024 -0.14 0.03 -0.18
C 4.206 -1.548 -5.807 -0.24 0.20 0.02
O 3.541 -0.927 -6.897 -0.08 0.02 -0.17
H 5.122 -2.012 -6.174 -0.10 0.05 -0.08
H 4.458 -0.800 -5.052 0.08 -0.18 0.13
H 3.563 -2.316 -5.369 0.16 -0.06 0.16
H 2.735 -0.525 -6.550 0.21 -0.05 -0.07
C 1.969 4.395 2.164 0.18 0.16 0.18
O 3.264 3.880 2.447 0.10 -0.01 -0.01
H 1.457 3.704 1.494 0.10 -0.04 0.06
H 1.398 4.490 3.090 -0.19 0.04 -0.12
H 2.056 5.370 1.679 -0.22 0.01 -0.04
H 3.696 4.507 3.040 0.00 -0.20 -0.12
```
Forces are in eV/Å.

Properties
* calculated total energy: -80957.9452 eV
* charge: 0

=====

# 3
Density functional theory data (ωB97M-V with the def2-TZVPD basis set) for a structure of composition C25H32ClNOPSbZr at a distorted geometry.

XYZ file:
```
63
Properties=species:S:1:pos:R:3:forces:R:3
Zr 0.276 -0.111 0.787 0.41 0.01 0.51
C 1.929 1.125 4.160 0.19 -0.11 -0.12
C 2.180 2.032 3.139 0.01 -0.04 0.12
C 2.498 1.576 1.867 0.17 0.06 -0.20
C 2.575 0.198 1.589 0.27 -0.12 -0.02
C 2.366 -0.709 2.646 0.40 -0.09 0.03
C 2.059 -0.237 3.919 0.21 0.08 0.08
P 2.857 -0.301 -0.208 0.65 -1.06 0.95
C 4.676 -0.331 -0.296 -0.27 0.33 -0.33
C 5.231 -0.427 -1.571 -0.14 0.01 0.04
C 6.604 -0.381 -1.725 0.06 -0.04 -0.02
C 7.419 -0.226 -0.614 -0.05 0.05 0.00
C 6.862 -0.130 0.652 0.08 -0.01 0.03
C 5.490 -0.185 0.822 -0.14 -0.03 -0.06
C 2.296 -2.064 -0.064 -0.14 0.35 -0.27
C 3.017 -3.192 -0.434 -0.04 0.35 0.09
C 2.401 -4.435 -0.360 -0.06 0.01 0.02
C 1.093 -4.540 0.083 -0.16 0.05 0.05
C 0.369 -3.404 0.445 -0.17 -0.01 0.02
C 0.945 -2.137 0.364 0.62 -0.36 -0.35
H 1.675 1.476 5.148 -0.02 0.03 0.08
H 2.156 3.094 3.337 -0.03 0.07 0.01
H 2.806 2.292 1.104 -0.23 -0.13 0.06
H 2.527 -1.775 2.490 -0.21 0.23 -0.03
H 1.953 -0.936 4.737 -0.08 -0.06 -0.01
H 4.586 -0.540 -2.434 0.04 0.06 -0.06
H 7.038 -0.442 -2.709 0.05 -0.05 -0.13
H 8.488 -0.164 -0.736 0.12 -0.02 -0.01
H 7.498 0.004 1.511 0.10 -0.02 0.12
H 5.066 -0.110 1.813 0.02 0.03 0.05
H 4.037 -3.112 -0.781 0.09 0.05 0.00
H 2.943 -5.323 -0.650 0.04 -0.04 0.01
H 0.637 -5.516 0.146 -0.09 -0.09 0.03
H -0.657 -3.517 0.799 0.19 -0.06 -0.05
Cl -0.923 -0.043 2.714 -0.79 0.10 0.70
C -3.543 -2.570 -1.845 -0.26 -0.45 -0.68
N -2.765 -1.698 -0.990 0.86 0.69 0.05
C -3.191 -1.556 0.391 -0.09 0.35 0.68
C -1.702 -1.064 -1.430 -0.68 -0.57 -0.54
C -1.226 -1.235 -2.835 0.12 0.06 0.02
O -1.059 -0.254 -0.669 -0.73 -0.20 -0.34
H -4.342 -3.025 -1.268 0.07 0.05 0.05
H -2.925 -3.364 -2.264 -0.01 -0.01 0.06
H -3.988 -2.010 -2.670 0.01 0.00 0.08
H -4.278 -1.493 0.436 0.08 0.00 -0.06
H -2.764 -0.646 0.830 -0.32 -0.38 -0.18
H -2.865 -2.420 0.978 -0.05 0.05 -0.08
H -1.136 -2.287 -3.104 0.00 0.01 0.06
H -0.253 -0.751 -2.936 -0.16 -0.07 -0.03
H -1.930 -0.780 -3.536 -0.01 0.01 0.04
C 0.587 4.498 0.337 -0.13 -0.44 0.22
Sb 0.302 2.528 -0.489 0.33 1.95 -1.36
C 1.825 2.761 -2.001 -0.14 -0.21 0.23
C -1.335 3.018 -1.801 0.03 -0.24 0.32
H 0.578 5.211 -0.482 -0.03 -0.06 -0.15
H 1.540 4.576 0.855 0.03 -0.08 0.04
H -0.219 4.731 1.027 -0.02 0.03 0.06
H 1.595 3.659 -2.572 -0.07 0.01 0.05
H 1.837 1.900 -2.666 -0.01 -0.01 0.02
H 2.811 2.872 -1.551 -0.02 -0.03 0.06
H -1.263 4.082 -2.019 0.03 -0.02 0.00
H -2.298 2.810 -1.337 0.04 0.02 -0.01
H -1.250 2.454 -2.730 0.05 -0.02 0.06
```
Forces are in eV/Å.

Properties
* energy relative to the best compared isomer or geometry (same formula, charge and spin): 57.1 kJ/mol
* charge: +2